[1]
Here is one molecule with the formula C6H8O2 in a non-equilibrium geometry from the Open Molecules 2025 dataset. Energies are from ωB97M-V/def2-TZVPD.

Structure (XYZ):
```
16
Properties=species:S:1:pos:R:3:forces:R:3
O 1.265 -0.809 1.081 0.1 1.3 -1.5
O 2.182 0.143 -1.739 -0.7 0.5 1.4
C -0.995 -0.265 0.397 1.5 -0.5 0.6
C 1.087 -0.106 -1.374 0.3 -1.4 -3.8
C -0.962 -1.386 -0.650 0.7 1.4 0.4
C 0.578 0.138 0.683 -3.7 -1.7 3.9
C 0.690 1.518 1.293 0.9 0.6 -0.7
C -0.122 -0.675 -1.664 0.7 -0.1 0.0
H -0.632 -0.281 -2.534 0.4 0.2 -0.1
H -1.592 0.586 0.070 0.1 0.0 0.0
H -0.240 2.084 1.296 -0.1 -0.3 -0.2
H 1.042 1.449 2.322 0.2 -0.2 -0.1
H -1.316 -0.625 1.375 -0.3 0.2 0.2
H 1.410 2.106 0.725 0.2 0.2 0.1
H -1.947 -1.624 -1.045 0.1 -0.1 0.1
H -0.446 -2.253 -0.237 -0.2 -0.1 -0.1
```
Forces are in eV/Å.

Summary:
SMILES	CC(=O)CCC=C=O
DFT total energy	-10443.542	eV
gap between HOMO and LUMO (alpha / beta)	7.82 / 7.82	eV
relative energy (zero: lowest compared OMol25 entry of this formula, charge and spin)	3.185	eV

Results of the natural (NBO) charge analysis, in e, for atoms 1 through 8: O -0.53; O -0.45; C -0.45; C 0.60; C -0.44; C 0.53; C -0.72; C -0.39


[2]
Here is a 2-piece molecular cluster, CH7N2O overall in a non-equilibrium geometry from the Open Molecules 2025 dataset. Energies are from ωB97M-V/def2-TZVPD.

Structure (XYZ):
```
11
Properties=species:S:1:pos:R:3:forces:R:3
O -2.648 0.677 0.489 -2.0 -1.7 0.7
N -0.026 -0.497 -0.261 -1.4 -1.6 -0.5
N 2.399 -0.284 -0.492 -1.8 -0.2 1.9
C 1.314 0.071 0.083 2.2 -0.8 -0.5
H -0.841 0.150 -0.375 0.4 0.2 0.9
H -3.511 0.985 0.117 1.1 0.2 0.0
H 3.236 0.018 0.095 -1.3 0.2 -1.3
H -3.029 -0.066 1.062 1.1 1.4 -0.8
H 1.229 0.779 0.856 -0.2 0.7 1.2
H -0.424 -1.362 0.283 1.4 2.1 -0.4
H 0.027 -0.877 -1.186 0.5 -0.6 -1.2
```
Forces are in eV/Å.

Summary:
DFT total energy	-6170.351	eV
charge	+1
gap between HOMO and LUMO	11.74	eV
relative energy (zero: lowest compared OMol25 entry of this formula, charge and spin)	2.155	eV

Results of the natural (NBO) charge analysis, in e, for atoms 1 through 8: O -0.98; N -0.76; N -0.51; C 0.24; H 0.49; H 0.50; H 0.41; H 0.49